one:
ORCA calculation (wB97M-V/def2-TZVPD) on a gas-phase ion, C4H7NO2S (charge -2).

For the LUMO energy, the calculation gives 6.0 eV. As for the SMILES: O=C[C@@H](C[S-])NC[O-]. The value obtained for the highest occupied orbital energy is 0.3 eV.

```
! wB97M-V def2-TZVPD RIJCOSX def2/J DEFGRID3
* xyz -2 1
O 1.094 -1.388 1.796
C 0.940 -0.589 0.889
C -0.431 -0.135 0.450
C -0.431 1.397 -0.039
S 0.525 2.554 0.953
N -1.087 -0.931 -0.592
C -0.396 -2.018 -1.395
O -0.428 -1.740 -2.707
H 1.846 -0.159 0.423
H -1.109 -0.197 1.300
H -1.498 1.570 -0.004
H 0.065 1.349 -1.007
H -1.349 -0.366 -1.392
H -0.975 -2.993 -1.250
H 0.596 -2.266 -0.945
*
```


two:
ORCA calculation (wB97M-V/def2-TZVPD) on a gas-phase ion, C4H7NO2S (charge -2).

For the LUMO energy, the calculation gives 6.2 eV. As for the SMILES: [O-]/C=N\[C@H](CO)C[S-]. The value obtained for the highest occupied orbital energy is 0.7 eV.

```
! wB97M-V def2-TZVPD RIJCOSX def2/J DEFGRID3
* xyz -2 1
O 0.756 -1.627 2.302
C 1.030 -1.666 1.069
N 0.697 -1.023 0.000
C -0.265 0.149 0.159
C -1.008 0.242 -1.224
O -1.269 -1.038 -1.785
C 0.473 1.505 0.442
S -0.397 3.038 0.008
H 1.811 -2.428 0.903
H -0.940 -0.079 0.954
H -1.964 0.849 -1.177
H -0.257 0.699 -1.875
H -0.809 -1.759 -1.335
H 1.454 1.566 0.010
H 0.689 1.573 1.551
*
```


What is the stability order? It is two, one, from most stable to least stable.


one:
ORCA calculation (wB97M-V/def2-TZVPD) on 2 unconnected molecules or ions with the total composition C5H7IN2.

For the LUMO energy (spin up / spin down), the calculation gives -0.6 / -0.6 eV. The value obtained for the highest occupied orbital energy (spin up / spin down) is -8.6 / -8.6 eV.

```
! wB97M-V def2-TZVPD RIJCOSX def2/J DEFGRID3
* xyz 0 1
C -1.301 0.464 1.504
C -2.048 -0.182 -0.410
C -0.221 0.176 0.777
C 0.127 -0.359 -1.813
C 2.164 0.469 1.147
N -2.452 0.123 0.795
N -0.648 -0.068 -0.525
I 3.131 -1.199 0.555
H -1.432 0.683 2.600
H -2.642 -0.560 -1.219
H -0.510 -1.052 -2.469
H 0.567 0.490 -2.309
H 1.075 -0.842 -1.320
H 2.081 0.586 2.220
H 2.109 1.270 0.468
*
```


two:
ORCA calculation (wB97M-V/def2-TZVPD) on a single C5H7IN2 molecule.

For the LUMO energy, the calculation gives -0.2 eV. As for the SMILES: C[C@H](I)n1ccnc1. The value obtained for the highest occupied orbital energy is -9.2 eV.

```
! wB97M-V def2-TZVPD RIJCOSX def2/J DEFGRID3
* xyz 0 1
C -0.354 1.408 -0.009
C -0.936 0.140 -0.615
I -3.085 -0.302 0.073
N 0.025 -0.866 -0.383
C 0.357 -1.228 0.903
C 1.238 -2.249 0.830
N 1.497 -2.492 -0.479
C 0.785 -1.720 -1.199
H 0.558 1.781 -0.627
H -0.028 1.120 1.030
H -1.038 2.203 -0.039
H -1.246 0.146 -1.686
H 0.127 -0.741 1.777
H 1.712 -2.718 1.603
H 0.723 -1.754 -2.282
*
```


What is the stability order? It is two, one, from most stable to least stable.


one:
ORCA calculation (wB97M-V/def2-TZVPD) on 2 unconnected molecules or ions with the total composition C6H12N3O.

For the LUMO energy, the calculation gives -4.1 eV. The value obtained for the highest occupied orbital energy is -13.5 eV.

```
! wB97M-V def2-TZVPD RIJCOSX def2/J DEFGRID3
* xyz 1 1
C 1.311 -0.948 0.933
C 1.641 1.399 -0.105
C 2.380 -0.845 -0.058
C 2.865 0.687 -0.074
C -0.934 -0.209 0.088
C -1.884 -2.339 -0.289
N 0.078 -0.826 0.593
N 0.723 2.062 -0.140
N -1.957 2.002 1.150
O -1.911 -0.870 -0.349
H 1.595 -1.189 1.887
H 3.206 -1.415 0.293
H 2.218 -0.975 -1.069
H 3.446 0.771 -0.961
H 3.374 0.927 0.822
H -1.586 -2.558 -1.298
H -2.767 -2.920 -0.023
H -1.008 -2.679 0.376
H -2.665 1.426 1.443
H -1.097 0.911 0.541
H -1.524 2.539 1.834
H -1.984 2.560 0.332
*
```


two:
ORCA calculation (wB97M-V/def2-TZVPD) on 2 unconnected molecules or ions with the total composition C6H12N3O.

For the LUMO energy, the calculation gives -2.7 eV. The value obtained for the highest occupied orbital energy is -13.1 eV.

```
! wB97M-V def2-TZVPD RIJCOSX def2/J DEFGRID3
* xyz 1 1
C -2.978 2.695 -0.377
C 4.346 1.227 0.047
C -0.868 -0.745 -0.898
C 1.651 -0.586 -0.381
C -0.045 -0.837 1.380
C 0.110 1.290 0.209
N -2.064 2.133 0.068
N -1.098 1.796 0.708
N 0.233 -0.287 0.031
O 5.286 1.833 0.140
H -4.018 2.668 -0.489
H -1.165 -1.713 -0.634
H -1.762 -0.052 -0.770
H -0.373 -0.887 -1.931
H 1.554 -0.740 -1.514
H 2.460 0.178 -0.070
H 1.903 -1.615 0.064
H -0.393 -1.906 1.241
H 1.000 -0.796 1.974
H -0.735 -0.038 1.746
H 0.483 1.600 -0.708
H 0.801 1.631 0.875
*
```


three:
ORCA calculation (wB97M-V/def2-TZVPD) on a gas-phase ion, C6H12N3O (charge +1).

For the LUMO energy, the calculation gives -3.7 eV. As for the SMILES: C=C1N(C)[C@@]1(C)/[NH+]=C/NO. The value obtained for the highest occupied orbital energy is -12.5 eV.

```
! wB97M-V def2-TZVPD RIJCOSX def2/J DEFGRID3
* xyz 1 1
C 1.486 1.934 -1.007
C 1.036 0.817 -0.469
N 0.952 0.162 0.744
C 2.108 -0.131 1.582
C 0.386 -0.470 -0.461
C 0.851 -1.812 -0.998
N -1.156 -0.363 -0.412
C -1.687 0.396 0.544
N -3.001 0.749 0.539
O -3.789 -0.006 -0.390
H 2.073 2.581 -0.360
H 1.395 2.142 -2.026
H 2.638 0.805 1.831
H 1.749 -0.563 2.511
H 2.707 -0.892 1.036
H 0.699 -1.678 -2.110
H 0.181 -2.737 -0.667
H 1.940 -2.036 -0.749
H -1.839 -0.580 -1.167
H -0.985 0.589 1.340
H -3.271 0.562 1.527
H -4.475 0.533 -0.840
*
```


What is the stability order? It is one, three, two, from most stable to least stable.